# C3H7NO4

A cluster of 2 separate species, C3H7NO4 in total at a distorted geometry (ωB97M-V/def2-TZVPD, the OMol25 dataset).

Structure (XYZ):
```
15
Properties=species:S:1:pos:R:3
C 0.1675 0.5250 -0.1600
C -1.3598 0.4004 -0.2544
C 0.4210 -0.9556 -0.5867
N 0.4936 0.8159 1.2210
O 0.7090 1.3905 -1.1011
O 0.5565 -1.7720 0.5404
O -1.9957 0.3389 0.8943
O 1.1251 -1.1351 -1.6016
H 1.2136 0.8005 -1.7058
H 0.9334 -2.6093 0.2338
H -1.2612 0.1048 1.5499
H 1.3542 0.3447 1.4804
H 0.5688 1.8170 1.3600
H -1.8795 0.8861 -1.0748
H -1.0464 -0.9517 -0.7954
```

Results
LUMO in eV: 0.152
Energy above the lowest of the compared OMol25 structures with the same formula, charge and spin in eV: 3.894
Kohn-Sham gap in eV: 9.6
Net charge: 0
Total energy in hartree: -474.1432
HOMO in hartree: -0.34899
Max |F| in Eh/bohr: 0.076